Density functional theory data (the ωB97M-V functional and the def2-TZVPD basis) for a structure of composition C39H44AsN5O4S2Ta.

XYZ file:
```
96
C39H44AsN5O4S2Ta the ωB97M-V functional and the def2-TZVPD basis
Ta 0.553 0.969 1.062
C -2.389 0.396 2.444
C -2.685 1.300 1.281
N -1.509 2.167 1.062
C -1.436 3.407 1.858
C -0.523 3.230 3.031
C -0.574 4.066 4.128
C 0.294 3.850 5.186
C 1.170 2.776 5.125
C 1.170 1.977 4.001
C 2.089 0.805 3.871
N 1.586 -0.155 2.854
C 0.802 -1.288 3.405
C -0.636 -0.865 3.513
N -1.085 -0.295 2.208
N 0.357 2.210 2.950
H -3.176 -0.340 2.613
H -2.284 0.988 3.355
H -3.593 1.882 1.446
H -2.820 0.714 0.368
H -1.589 2.479 0.099
H -2.425 3.735 2.183
H -1.023 4.187 1.214
H -1.294 4.873 4.152
H 0.272 4.493 6.055
H 1.839 2.552 5.945
H 2.224 0.309 4.833
H 3.069 1.158 3.537
H 2.433 -0.581 2.475
H 1.201 -1.603 4.371
H 0.900 -2.128 2.716
H -0.737 -0.078 4.262
H -1.286 -1.691 3.805
H -1.280 -1.096 1.598
S 2.921 1.261 0.631
C 3.822 -0.249 0.965
C 5.146 -0.161 1.385
C 5.906 -1.314 1.524
C 5.362 -2.557 1.228
C 4.045 -2.655 0.801
C 3.264 -1.511 0.688
As 1.470 -1.397 -0.015
C 1.763 -1.370 -1.925
C 0.785 -1.818 -2.808
C 1.000 -1.732 -4.174
C 2.190 -1.203 -4.663
C 3.170 -0.773 -3.781
C 2.961 -0.856 -2.411
C 0.334 -2.932 0.323
C -1.020 -2.740 0.033
C -1.934 -3.756 0.277
C -1.503 -4.960 0.821
C -0.161 -5.146 1.120
C 0.760 -4.135 0.876
H 5.584 0.809 1.582
H 6.935 -1.238 1.848
H 5.967 -3.449 1.314
H 3.644 -3.624 0.534
H -0.135 -2.258 -2.441
H 0.249 -2.100 -4.862
H 2.362 -1.150 -5.730
H 4.108 -0.386 -4.157
H 3.739 -0.521 -1.737
H -1.356 -1.804 -0.411
H -2.979 -3.613 0.034
H -2.214 -5.753 1.008
H 0.175 -6.086 1.538
H 1.802 -4.297 1.119
C -5.325 -1.926 -3.496
C -4.417 -0.747 -3.333
C -4.953 0.528 -3.137
C -4.136 1.637 -3.032
C -2.758 1.462 -3.120
C -2.189 0.207 -3.312
C -3.026 -0.887 -3.411
S -1.758 2.878 -2.970
O -1.006 2.849 -1.622
O -2.539 4.055 -3.051
N -0.529 2.701 -3.982
C 0.823 3.025 -3.483
C 1.203 1.993 -2.435
C 0.278 1.984 -1.218
O 0.740 2.619 -0.129
O -0.188 0.765 -0.820
H -6.066 -1.965 -2.697
H -4.775 -2.864 -3.515
H -5.876 -1.841 -4.435
H -6.027 0.655 -3.092
H -4.553 2.628 -2.911
H -1.116 0.090 -3.402
H -2.604 -1.869 -3.588
H -0.750 2.917 -4.947
H 0.881 4.047 -3.108
H 1.491 2.934 -4.337
H 2.206 2.188 -2.059
H 1.191 1.006 -2.895
```

- Energy above the lowest of the compared OMol25 structures with the same formula, charge and spin: 1.302 eV
- Highest occupied orbital energy: -16.24 eV
- Total charge: +3
- Multiplicity: 1

Density functional theory data (the ωB97M-V functional and the def2-TZVPD basis) for a structure of composition C24H25O16PS at a distorted geometry.

XYZ file:
```
67
C24H25O16PS the ωB97M-V functional and the def2-TZVPD basis
C 5.147 -3.135 0.664
C 4.065 -2.306 -0.101
P 2.923 -3.305 -1.178
C 3.341 -5.131 -1.077
C 1.140 -3.246 -0.507
O 0.408 -2.734 -1.683
S 0.524 -1.122 -1.598
O -0.550 -0.543 -2.330
O 1.740 -0.530 -2.082
O 0.592 -0.861 0.003
C 0.770 -2.195 0.554
C -0.728 -2.545 0.977
H 5.502 -3.988 0.068
H 5.983 -2.468 0.944
H 4.739 -3.522 1.615
H 3.536 -1.673 0.635
H 4.617 -1.612 -0.759
H 2.530 -5.633 -1.637
H 4.305 -5.356 -1.549
H 3.291 -5.475 -0.029
H 0.796 -4.220 -0.132
H 1.267 -2.223 1.532
H -1.251 -3.117 0.190
H -0.762 -3.154 1.896
H -1.278 -1.600 1.114
C 4.123 -4.948 4.333
C 4.563 -5.135 5.585
C 3.832 -4.567 6.767
O 4.265 -4.783 7.883
C 2.633 -3.777 6.517
C 2.197 -3.589 5.266
C 2.913 -4.179 4.088
O 2.464 -3.993 2.968
O 1.102 -2.868 4.999
O 5.667 -5.831 5.850
H 4.639 -5.354 3.474
H 2.124 -3.358 7.374
H 1.002 -2.887 4.029
H 5.763 -5.818 6.823
C -1.450 3.549 -2.048
C -0.510 2.801 -2.647
C 0.625 3.429 -3.403
O 1.464 2.712 -3.914
C 0.667 4.886 -3.493
C -0.275 5.625 -2.898
C -1.393 4.999 -2.121
O -2.212 5.728 -1.583
O -0.272 6.963 -2.960
O -0.538 1.467 -2.598
H -2.271 3.110 -1.500
H 1.478 5.328 -4.054
H -1.053 7.251 -2.449
H 0.245 1.167 -3.099
C -5.442 5.852 -2.108
C -5.514 4.617 -2.619
C -6.831 3.956 -2.894
O -6.838 2.838 -3.377
C -8.049 4.686 -2.565
C -7.977 5.920 -2.051
C -6.660 6.591 -1.801
O -6.655 7.722 -1.348
O -9.070 6.620 -1.734
O -4.420 3.905 -2.913
H -4.498 6.339 -1.907
H -8.992 4.192 -2.752
H -8.745 7.474 -1.386
H -4.747 3.055 -3.266
```

- Highest occupied orbital energy: -8.32 eV
- Total charge: 0
- Multiplicity: 1

Density functional theory data (the ωB97M-V functional and the def2-TZVPD basis) for a cluster of 2 separate species, CH3Cl3SSi in total at a distorted geometry.

XYZ file:
```
9
CH3Cl3SSi the ωB97M-V functional and the def2-TZVPD basis
C -1.201 0.515 -0.088
Si 1.434 0.021 -0.032
S -1.999 -0.787 0.808
Cl 2.140 0.099 -1.914
Cl 1.949 -1.667 0.905
Cl 2.041 1.648 1.004
H -1.338 1.457 0.414
H -1.444 0.510 -1.138
H -1.584 -1.797 0.042
```

- Energy above the lowest of the compared OMol25 structures with the same formula, charge and spin: 1.813 eV
- Highest occupied orbital energy: -8.20 eV
- Total charge: 0
- Multiplicity: 1

Density functional theory data (the ωB97M-V functional and the def2-TZVPD basis) for a cluster of 2 separate species, C4H9NO2SSi in total at a distorted geometry.

XYZ file:
```
18
C4H9NO2SSi the ωB97M-V functional and the def2-TZVPD basis
C -1.102 -0.657 -0.691
C 0.534 0.964 -0.374
C -0.662 -1.203 0.706
C 0.766 0.526 1.067
N 0.068 0.032 -1.254
O -0.274 -0.244 1.563
O 0.743 -2.170 -3.064
Si 1.027 -0.742 -2.638
S -0.945 3.034 0.783
H -1.160 -1.499 -1.440
H -1.819 0.169 -0.601
H -1.288 1.753 1.287
H 1.235 1.553 -0.798
H -1.458 -1.793 1.186
H 0.106 -1.902 0.459
H 1.682 -0.062 1.347
H 0.907 1.354 1.699
H 1.818 0.420 -3.082
```

- Energy above the lowest of the compared OMol25 structures with the same formula, charge and spin: 5.694 eV
- Highest occupied orbital energy (spin up / spin down): -8.65 / -8.22 eV
- Total charge: 0
- Multiplicity: 1

Density functional theory data (the ωB97M-V functional and the def2-TZVPD basis) for a structure of composition C29H65BBr3ClF4N12O9P at a distorted geometry.

XYZ file:
```
125
C29H65BBr3ClF4N12O9P the ωB97M-V functional and the def2-TZVPD basis
C -2.669 4.892 4.298
C -2.201 4.927 2.833
C -0.980 4.065 2.601
O -0.789 3.914 1.199
C -0.011 2.793 0.867
C -0.491 2.226 -0.477
C -0.311 3.414 -1.454
C -0.195 3.169 -2.937
F 0.782 4.207 -1.095
C -1.996 1.887 -0.446
C -2.614 1.445 0.896
C -4.018 2.076 1.109
C -5.042 1.045 1.607
C -4.581 0.326 2.879
C -5.483 0.079 0.524
C -2.511 0.944 -1.541
O -3.129 1.656 -2.587
N -1.573 -0.112 -2.074
C -2.380 -1.370 -2.211
C -3.531 -1.272 -3.224
C -3.585 -2.469 -4.178
F -2.362 -2.896 -4.572
Br -4.508 -1.863 -5.799
C -4.414 -3.629 -3.578
F -5.727 -3.361 -3.622
F -4.069 -3.780 -2.277
Br -4.111 -5.276 -4.559
P -0.906 0.102 -3.858
N -1.790 0.859 -4.879
C -0.358 -0.355 -1.163
Br 0.872 -1.578 -2.105
B -0.667 -1.334 0.128
O -0.815 -2.709 -0.060
O -0.703 -0.891 1.394
C -0.080 -1.823 2.320
C 0.383 0.946 -0.698
C 1.790 1.218 -1.279
C 2.850 0.569 -0.374
C 4.068 0.141 -1.161
Cl 5.453 -0.002 -0.036
H -3.712 4.607 4.361
H -2.045 4.249 4.908
H -2.608 5.889 4.717
H -2.989 4.684 2.128
H -1.912 5.947 2.605
H -0.129 4.634 2.975
H -1.048 3.107 3.121
H 1.057 2.996 0.814
H -0.115 2.019 1.630
H -1.149 4.094 -1.335
H 0.659 2.577 -3.233
H -1.146 2.807 -3.316
H -0.057 4.143 -3.397
H -2.495 2.824 -0.655
H -2.034 1.685 1.771
H -2.796 0.376 0.929
H -4.420 2.477 0.180
H -3.947 2.823 1.889
H -5.918 1.629 1.884
H -5.419 0.146 3.541
H -4.174 -0.656 2.640
H -3.791 0.858 3.394
H -5.668 0.611 -0.409
H -4.722 -0.673 0.305
H -6.387 -0.462 0.779
H -3.321 0.400 -1.069
H -3.976 1.950 -2.247
H -2.823 -1.647 -1.262
H -1.739 -2.198 -2.484
H -3.585 -0.365 -3.813
H -4.484 -1.312 -2.702
H 0.371 0.650 -3.794
H -0.773 -1.209 -4.284
H -1.334 1.693 -5.226
H -1.742 -2.953 -0.082
H 0.818 -2.236 1.881
H -0.767 -2.621 2.567
H 0.200 -1.288 3.215
H 0.687 0.695 0.311
H 1.918 0.996 -2.333
H 2.000 2.279 -1.189
H 3.156 1.268 0.389
H 2.457 -0.353 0.041
H 3.912 -0.829 -1.613
H 4.363 0.850 -1.924
C 5.518 -3.833 0.867
O 4.525 -3.117 0.823
N 5.465 -5.148 1.212
N 6.761 -3.345 0.562
H 6.277 -5.735 1.238
H 4.562 -5.552 1.445
H 6.821 -2.378 0.299
H 7.594 -3.900 0.582
C 0.622 -1.276 -6.861
O 0.996 -1.030 -5.718
N -0.661 -1.633 -7.159
N 1.471 -1.207 -7.922
H -0.976 -1.834 -8.089
H -1.319 -1.690 -6.405
H 2.421 -0.947 -7.735
H 1.197 -1.402 -8.866
C 3.576 -1.163 3.525
O 2.970 -0.333 2.849
N 3.812 -2.430 3.089
N 4.071 -0.860 4.763
H 4.315 -3.112 3.624
H 3.498 -2.686 2.167
H 3.917 0.069 5.110
H 4.574 -1.514 5.331
C 3.140 -6.393 3.864
O 3.361 -6.415 2.663
N 1.955 -6.813 4.394
N 4.067 -5.948 4.765
H 1.753 -6.808 5.375
H 1.260 -7.147 3.753
H 4.947 -5.636 4.399
H 3.913 -5.924 5.754
C 3.013 4.961 2.560
O 1.976 5.518 2.879
N 3.204 3.617 2.700
N 4.065 5.645 2.015
H 4.042 3.142 2.425
H 2.451 3.071 3.072
H 3.954 6.633 1.892
H 4.925 5.212 1.739
```

- Highest occupied orbital energy: -11.01 eV
- Total charge: +1
- Multiplicity: 1

Density functional theory data (the ωB97M-V functional and the def2-TZVPD basis) for a structure of composition C27H23BiCl2N7O3S at a distorted geometry.

XYZ file:
```
64
C27H23BiCl2N7O3S the ωB97M-V functional and the def2-TZVPD basis
Bi 0.052 0.407 0.304
N 3.680 -2.434 0.321
C 2.491 -2.095 -0.198
N 2.179 -0.892 0.216
C 3.222 -0.511 0.995
N 4.148 -1.444 1.077
C 3.275 0.801 1.599
C 4.351 1.238 2.380
N 4.388 2.463 2.863
C 3.369 3.266 2.599
C 2.285 2.836 1.841
N 2.253 1.615 1.338
H 4.209 -3.289 0.218
H 1.898 -2.705 -0.847
H 5.190 0.595 2.602
H 3.433 4.268 2.995
H 1.438 3.469 1.614
Cl -2.517 -5.926 3.643
C -1.849 -4.711 2.621
C -2.083 -4.755 1.243
C -1.554 -3.775 0.443
Cl -1.850 -3.833 -1.255
C -0.760 -2.690 0.930
O -0.301 -1.861 0.049
C -0.520 -2.693 2.339
C 0.314 -1.752 3.048
O 0.893 -0.763 2.629
C -1.073 -3.709 3.145
H -2.666 -5.553 0.810
H 0.437 -2.010 4.116
H -0.874 -3.682 4.206
C -5.351 -1.644 -1.018
C -4.982 -1.047 -2.216
C -3.760 -0.421 -2.326
C -2.886 -0.379 -1.228
C -3.296 -0.911 -0.004
C -4.514 -1.557 0.085
N -1.608 0.129 -1.362
N -1.232 0.423 -2.524
C 0.042 0.852 -2.717
C 0.400 1.178 -4.032
C 1.681 1.613 -4.294
C 2.594 1.735 -3.253
C 2.229 1.419 -1.946
C 0.964 0.953 -1.661
H -6.292 -2.169 -0.948
H -5.641 -1.083 -3.068
H -3.448 0.041 -3.249
H -2.649 -0.840 0.857
H -4.814 -2.007 1.019
H -0.347 1.084 -4.805
H 1.977 1.854 -5.304
H 3.600 2.067 -3.461
H 2.950 1.537 -1.151
C -2.583 3.980 1.641
S -1.129 4.066 0.519
C -1.883 5.236 -0.676
O -1.096 2.751 -0.184
H -3.436 3.562 1.117
H -2.793 4.984 1.991
H -2.325 3.351 2.485
H -2.812 4.824 -1.061
H -1.173 5.385 -1.481
H -2.052 6.179 -0.162
```

- Energy above the lowest of the compared OMol25 structures with the same formula, charge and spin: 0.688 eV
- Highest occupied orbital energy: -10.35 eV
- Total charge: +1
- Multiplicity: 1

no.,M (g/mol),electronic energy (a.u.)
1,966.82,-5175.73768
2,632.49,-2872.79100
3,181.55,-2108.24202
4,163.27,-1050.60663
5,1118.86,-11426.10208
6,805.48,-3184.64278